The following is a DFT calculation (wB97M-V/def2-TZVPD) of an isolated molecule of C20H24N4.

Element x y z (Å)
C (-3.64, 1.80, -1.46)
C (-2.40, 1.00, -1.14)
C (-2.37, -0.28, -1.04)
C (-1.08, -0.90, -0.74)
N (-0.90, -2.21, -0.59)
C (0.04, -2.99, -0.89)
C (0.21, -4.32, -0.05)
C (-0.72, -4.12, 1.41)
C (0.10, -3.03, 2.34)
C (-1.93, -3.65, 1.30)
C (-2.17, -3.03, -0.07)
N (-0.02, -0.12, -0.53)
N (1.01, -0.31, 0.12)
C (1.78, 0.74, 0.12)
C (3.37, 0.52, 0.59)
C (0.97, 1.78, -0.44)
C (1.44, 3.24, -0.28)
C (0.68, 4.08, 0.08)
C (0.92, 5.45, -0.18)
C (2.13, 5.94, 0.01)
C (3.18, 4.93, -0.47)
C (2.93, 3.67, -0.39)
C (-0.20, 1.23, -0.59)
N (-1.25, 1.71, -0.90)
H (-4.06, 1.32, -2.52)
H (-3.55, 2.86, -1.62)
H (-4.57, 1.59, -0.81)
H (-3.01, -0.81, -1.18)
H (1.08, -2.41, -0.36)
H (0.22, -3.24, -1.74)
H (-0.35, -5.01, -0.39)
H (1.18, -4.51, 0.33)
H (-0.37, -5.18, 1.96)
H (-0.26, -3.16, 3.23)
H (1.21, -3.35, 2.58)
H (0.19, -2.09, 1.72)
H (-2.56, -4.67, 1.27)
H (-2.53, -3.03, 1.85)
H (-2.89, -2.62, -0.42)
H (-2.26, -3.96, -1.02)
H (3.51, 1.43, 1.11)
H (3.40, -0.40, 1.19)
H (3.86, 0.61, -0.30)
H (-0.39, 3.94, 0.10)
H (0.00, 6.35, 0.14)
H (2.44, 7.05, -0.24)
H (4.21, 5.37, -0.46)
H (3.41, 2.82, -0.60)

As for the multiplicity: 1. The LUMO energy is 0.526 eV. The value obtained for the relative energy (zero: lowest compared OMol25 entry of this formula, charge and spin) is 19.393 eV.

Mulliken population analysis, charges in e, atoms 1 to 6: -1.2641 0.1279 -2.2755 1.2805 0.1259 -0.5019

***

The following is a DFT calculation (wB97M-V/def2-TZVPD) of a structure of composition C20H24N4O2STi.

Element x y z (Å)
Ti (-0.10, 0.35, -0.57)
C (-2.36, 1.86, 1.25)
C (-1.11, 1.58, 2.09)
N (-0.40, 0.36, 1.63)
C (-0.91, -0.92, 2.18)
C (-2.24, -1.38, 1.60)
S (-2.27, -1.32, -0.24)
C (-3.67, -0.20, -0.58)
C (-3.20, 1.20, -0.98)
N (-2.06, 1.63, -0.16)
H (-3.17, 1.21, 1.57)
H (-2.68, 2.89, 1.44)
H (-0.41, 2.41, 1.97)
H (-1.37, 1.51, 3.15)
H (0.55, 0.44, 1.97)
H (-0.15, -1.68, 1.95)
H (-1.00, -0.86, 3.27)
H (-2.40, -2.42, 1.88)
H (-3.08, -0.80, 1.98)
H (-4.23, -0.65, -1.39)
H (-4.31, -0.19, 0.30)
H (-2.86, 1.18, -2.02)
H (-4.05, 1.89, -0.92)
H (-1.68, 2.48, -0.57)
O (0.25, 1.90, -1.31)
C (1.05, 2.83, -0.77)
C (0.71, 4.18, -0.90)
C (1.54, 5.17, -0.41)
C (2.74, 4.84, 0.22)
C (3.07, 3.51, 0.39)
C (2.24, 2.48, -0.06)
C (2.59, 1.10, 0.14)
N (1.72, 0.19, -0.15)
N (2.01, -1.16, -0.11)
C (1.21, -1.80, -0.94)
O (0.26, -1.16, -1.58)
C (1.41, -3.24, -1.15)
C (2.52, -3.88, -0.62)
C (2.69, -5.24, -0.83)
C (1.75, -5.96, -1.56)
C (0.64, -5.32, -2.09)
C (0.47, -3.96, -1.89)
H (-0.20, 4.43, -1.43)
H (1.26, 6.21, -0.54)
H (3.40, 5.62, 0.58)
H (3.99, 3.24, 0.89)
H (3.58, 0.82, 0.49)
H (3.25, -3.31, -0.06)
H (3.56, -5.74, -0.42)
H (1.89, -7.02, -1.71)
H (-0.08, -5.87, -2.66)
H (-0.38, -3.44, -2.30)

As for the multiplicity: 2. The LUMO energy (spin up / spin down) is -2.938 / -3.182 eV. Its charge is +1. The value obtained for the relative energy (zero: lowest compared OMol25 entry of this formula, charge and spin) is 0.833 eV.

Mulliken population analysis, charges in e, atoms 1 to 6: 0.4216 -0.7289 -0.9088 0.0127 -0.9824 -0.6830

***

The following is a DFT calculation (wB97M-V/def2-TZVPD) of an isolated molecule of C20H24N4O3.

Element x y z (Å)
C (-1.05, -3.64, -0.73)
C (0.15, -3.13, 0.05)
O (-0.21, -1.91, 0.67)
C (0.77, -1.42, 1.56)
C (2.08, -1.05, 0.93)
C (3.29, -1.39, 1.48)
N (4.46, -1.00, 0.99)
C (4.43, -0.23, -0.09)
C (5.74, 0.24, -0.64)
N (3.34, 0.15, -0.72)
C (2.16, -0.26, -0.25)
N (1.04, 0.05, -0.95)
C (1.02, 1.07, -1.96)
C (0.60, 2.43, -1.40)
O (1.18, 3.44, -1.75)
C (-0.47, 2.42, -0.41)
C (-0.56, 3.35, 0.62)
C (0.29, 4.52, 0.91)
N (-1.59, 3.01, 1.44)
C (-2.22, 1.88, 0.95)
C (-3.32, 1.20, 1.44)
C (-3.77, 0.10, 0.73)
C (-3.14, -0.29, -0.46)
O (-3.55, -1.34, -1.23)
C (-4.63, -2.12, -0.80)
C (-2.04, 0.40, -0.94)
C (-1.54, 1.48, -0.22)
H (-1.39, -2.88, -1.43)
H (-1.87, -3.87, -0.06)
H (-0.78, -4.54, -1.28)
H (0.44, -3.87, 0.82)
H (1.01, -2.98, -0.61)
H (0.96, -2.15, 2.36)
H (0.31, -0.53, 2.01)
H (3.34, -1.99, 2.38)
H (6.49, 0.23, 0.14)
H (5.62, 1.23, -1.07)
H (6.05, -0.44, -1.44)
H (0.16, -0.26, -0.56)
H (0.33, 0.78, -2.76)
H (2.02, 1.17, -2.37)
H (-0.26, 5.44, 0.71)
H (0.60, 4.53, 1.96)
H (1.16, 4.51, 0.27)
H (-1.85, 3.51, 2.27)
H (-3.82, 1.51, 2.34)
H (-4.62, -0.44, 1.10)
H (-4.43, -2.58, 0.17)
H (-5.56, -1.53, -0.74)
H (-4.75, -2.90, -1.55)
H (-1.61, 0.08, -1.88)

As for the multiplicity: 1. The LUMO energy is 0.625 eV. The value obtained for the relative energy (zero: lowest compared OMol25 entry of this formula, charge and spin) is 2.564 eV.

Mulliken population analysis, charges in e, atoms 1 to 6: -1.1836 -0.2385 -0.1914 -1.1506 1.3662 -0.9769

***

The following is a DFT calculation (wB97M-V/def2-TZVPD) of an isolated molecule of C20H25ClN4OS.

Element x y z (Å)
C (-8.15, -2.53, -0.12)
O (-7.24, -1.70, 0.56)
C (-6.21, -1.16, -0.24)
C (-6.68, -0.10, -1.23)
C (-5.50, 0.56, -1.96)
N (-4.75, 1.41, -1.09)
C (-3.69, 1.08, -0.49)
N (-3.03, -0.12, -0.55)
N (-1.72, -0.37, -0.22)
C (-1.19, 0.25, 0.77)
C (0.19, 0.02, 1.09)
C (0.85, 0.41, 2.29)
C (2.16, 0.02, 2.20)
C (3.27, 0.18, 3.17)
N (2.33, -0.60, 0.98)
C (3.57, -1.10, 0.48)
C (4.37, -0.08, -0.29)
C (3.91, 1.21, -0.51)
C (4.67, 2.13, -1.22)
C (5.90, 1.77, -1.72)
C (6.38, 0.48, -1.52)
C (5.62, -0.42, -0.81)
Cl (6.23, -2.03, -0.56)
C (1.15, -0.59, 0.30)
C (1.03, -1.15, -1.08)
C (-2.00, 1.20, 1.61)
S (-2.93, 2.33, 0.50)
H (-8.78, -1.97, -0.82)
H (-8.77, -2.99, 0.64)
H (-7.62, -3.31, -0.68)
H (-5.52, -0.71, 0.48)
H (-5.70, -1.97, -0.77)
H (-7.23, 0.67, -0.69)
H (-7.34, -0.55, -1.98)
H (-5.91, 1.22, -2.74)
H (-4.90, -0.22, -2.46)
H (-3.34, -0.75, -1.29)
H (0.41, 0.89, 3.14)
H (2.92, 0.75, 4.02)
H (4.11, 0.71, 2.71)
H (3.63, -0.79, 3.52)
H (4.17, -1.47, 1.32)
H (3.37, -1.96, -0.17)
H (2.95, 1.50, -0.12)
H (4.29, 3.13, -1.37)
H (6.50, 2.48, -2.28)
H (7.34, 0.19, -1.91)
H (0.06, -0.87, -1.48)
H (1.82, -0.76, -1.72)
H (1.10, -2.24, -1.06)
H (-2.73, 0.66, 2.22)
H (-1.38, 1.84, 2.23)

As for the multiplicity: 1. The LUMO energy is 0.608 eV. The value obtained for the relative energy (zero: lowest compared OMol25 entry of this formula, charge and spin) is 1.001 eV.

Mulliken population analysis, charges in e, atoms 1 to 6: -0.7014 -0.3982 -0.2280 -0.3771 -0.7445 -0.4952

***

The following is a DFT calculation (wB97M-V/def2-TZVPD) of a cluster of 3 separate species, C20H25F17NO4 in total.

Element x y z (Å)
C (0.59, -0.64, -0.28)
C (1.82, -1.48, -0.55)
O (2.64, -1.66, 0.31)
N (2.02, -2.05, -1.85)
C (0.77, -2.40, -2.51)
C (2.82, -1.17, -2.75)
C (4.11, -0.60, -2.16)
C (3.91, 0.72, -1.38)
C (4.74, 1.87, -1.98)
C (4.37, 2.28, -3.42)
C (3.38, 3.48, -3.45)
C (2.02, 2.91, -3.58)
O (1.28, 2.43, -2.75)
F (1.60, 2.81, -4.89)
H (0.30, -0.04, -1.14)
H (0.83, 0.03, 0.55)
H (-0.26, -1.27, 0.00)
H (1.01, -2.90, -3.46)
H (0.18, -3.08, -1.88)
H (0.14, -1.53, -2.75)
H (3.05, -1.80, -3.63)
H (2.20, -0.34, -3.11)
H (4.61, -1.36, -1.55)
H (4.77, -0.39, -3.01)
H (4.16, 0.56, -0.32)
H (2.85, 0.99, -1.40)
H (5.80, 1.57, -1.94)
H (4.63, 2.74, -1.31)
H (3.84, 1.42, -3.89)
H (3.41, 4.06, -2.52)
H (3.57, 4.17, -4.29)
C (-1.10, 4.04, 0.39)
C (-1.25, 2.61, 0.93)
C (-2.50, 2.27, 1.76)
F (-2.59, 3.02, 2.87)
F (-2.43, 0.97, 2.14)
F (-0.14, 2.23, 1.57)
F (-1.40, 1.82, -0.18)
O (-0.29, 4.94, 1.11)
C (-0.73, 5.73, 2.12)
C (-0.01, 5.44, 3.45)
F (-0.08, 4.14, 3.79)
F (-0.61, 6.17, 4.43)
F (-2.07, 5.69, 2.26)
F (-0.40, 7.01, 1.81)
H (-0.57, 3.90, -0.55)
H (-2.08, 4.47, 0.15)
H (-3.40, 2.41, 1.15)
H (1.03, 5.74, 3.37)
C (-2.91, -5.01, 3.16)
C (-4.18, -5.76, 2.74)
C (-4.15, -6.58, 1.44)
F (-3.88, -5.82, 0.37)
F (-5.37, -7.15, 1.27)
F (-5.25, -4.95, 2.76)
F (-4.36, -6.71, 3.72)
O (-2.80, -3.63, 2.86)
C (-2.27, -3.16, 1.70)
C (-3.28, -2.32, 0.89)
F (-4.44, -2.99, 0.70)
F (-2.74, -2.04, -0.32)
F (-1.73, -4.14, 0.96)
F (-1.28, -2.31, 2.03)
H (-2.95, -5.03, 4.25)
H (-2.02, -5.56, 2.86)
H (-3.41, -7.38, 1.52)
H (-3.48, -1.39, 1.42)

As for the multiplicity: 1. The LUMO energy is 2.004 eV. Its charge is -1.

Mulliken population analysis, charges in e, atoms 1 to 6: -0.6150 0.2639 -0.5704 0.0696 -0.9078 -0.4690